{
  "formula": "C46H45AuI2N5O5S2Te",
  "method": "the ωB97M-V functional and the def2-TZVPD basis",
  "symbols": ["Au", "I", "C", "C", "C", "I", "C", "C", "C", "C", "N", "C", "C", "O", "H", "H", "H", "H", "N", "C", "C", "C", "C", "C", "C", "S", "O", "O", "O", "H", "H", "H", "H", "H", "H", "C", "C", "C", "C", "N", "C", "S", "N", "C", "H", "H", "H", "H", "H", "H", "H", "H", "C", "C", "C", "C", "C", "C", "Te", "N", "C", "O", "C", "C", "C", "C", "C", "C", "C", "C", "C", "C", "C", "C", "C", "C", "C", "C", "C", "C", "H", "H", "H", "H", "H", "H", "H", "H", "H", "H", "H", "H", "H", "H", "H", "H", "H", "H", "H", "H", "H", "H", "H", "H", "H", "H", "H"],
  "coordinates": [[-0.098, 0.116, 0.637], [0.380, -4.066, -2.201], [-1.380, -3.460, -1.223], [-2.550, -4.194, -1.305], [-3.683, -3.757, -0.659], [-5.440, -4.930, -0.818], [-3.679, -2.556, 0.076], [-4.780, -2.005, 0.765], [-4.660, -0.812, 1.430], [-3.427, -0.146, 1.402], [-2.388, -0.646, 0.785], [-2.462, -1.819, 0.139], [-1.260, -2.282, -0.494], [-0.128, -1.680, -0.409], [-2.563, -5.111, -1.875], [-5.723, -2.530, 0.754], [-5.495, -0.387, 1.962], [-3.284, 0.819, 1.876], [1.754, 1.060, -0.620], [3.072, 0.669, -0.374], [3.490, -0.630, -0.684], [4.819, -0.981, -0.518], [5.696, -0.054, -0.003], [5.303, 1.210, 0.363], [3.976, 1.569, 0.189], [7.467, -0.491, -0.022], [8.131, 0.696, 0.465], [7.622, -0.734, -1.455], [7.542, -1.668, 0.817], [1.426, 0.786, -1.553], [1.618, 2.056, -0.479], [2.769, -1.342, -1.055], [5.190, -1.958, -0.779], [6.033, 1.896, 0.763], [3.645, 2.561, 0.460], [4.242, -3.620, -4.139], [4.131, -2.148, -3.974], [5.198, -1.296, -3.873], [4.951, 0.081, -3.660], [3.725, 0.561, -3.593], [2.691, -0.264, -3.707], [1.109, 0.286, -3.615], [2.891, -1.609, -3.895], [6.092, 1.001, -3.482], [5.241, -3.891, -4.464], [3.513, -3.989, -4.857], [4.042, -4.110, -3.187], [6.213, -1.653, -3.898], [2.071, -2.210, -3.908], [6.653, 1.081, -4.412], [6.768, 0.566, -2.737], [5.751, 1.983, -3.174], [-2.809, -2.527, 8.758], [-2.320, -1.863, 7.508], [-2.957, -0.739, 7.001], [-2.508, -0.110, 5.846], [-3.250, 1.058, 5.272], [-1.370, -0.612, 5.227], [-0.621, 0.513, 3.404], [-0.092, 1.813, 1.704], [-1.107, 2.642, 1.539], [-2.005, 2.816, 2.374], [-1.046, 3.440, 0.268], [-0.975, 4.826, 0.312], [-0.883, 5.547, -0.866], [-0.870, 4.895, -2.086], [-0.960, 3.513, -2.135], [-1.051, 2.788, -0.960], [1.357, 0.870, 4.094], [2.506, 0.267, 3.589], [2.501, -0.917, 2.674], [3.749, 0.764, 3.973], [3.874, 1.829, 4.845], [5.213, 2.360, 5.249], [2.714, 2.404, 5.350], [1.460, 1.945, 4.984], [0.227, 2.602, 5.525], [-0.749, -1.769, 5.669], [0.402, -2.356, 4.919], [-1.228, -2.378, 6.822], [-3.693, -2.026, 9.143], [-2.034, -2.503, 9.524], [-3.054, -3.570, 8.566], [-3.826, -0.345, 7.507], [-4.042, 1.386, 5.941], [-3.699, 0.778, 4.316], [-2.582, 1.900, 5.078], [-0.987, 5.335, 1.266], [-0.822, 6.624, -0.830], [-0.790, 5.462, -3.002], [-0.951, 2.999, -3.084], [-1.138, 1.708, -0.998], [1.536, -1.042, 2.178], [2.729, -1.825, 3.233], [3.266, -0.804, 1.909], [4.631, 0.300, 3.557], [6.000, 1.972, 4.611], [5.428, 2.069, 6.276], [5.217, 3.447, 5.204], [2.795, 3.237, 6.035], [0.475, 3.463, 6.140], [-0.336, 1.893, 6.136], [-0.409, 2.936, 4.700], [0.239, -2.237, 3.847], [0.518, -3.413, 5.145], [1.324, -1.839, 5.186], [-0.739, -3.273, 7.183]],
  "forces_ev_per_angstrom": [[0.38, -0.97, -1.88], [-0.32, -0.22, 0.08], [0.97, 0.40, -0.12], [-0.60, -0.10, 0.13], [-0.42, -0.54, -0.21], [0.39, 0.25, 0.03], [0.36, 0.17, 0.00], [-0.01, 0.21, 0.12], [-0.01, -0.27, -0.18], [-0.10, 0.11, 0.06], [0.28, 0.33, 0.24], [-0.27, -0.47, -0.19], [-0.54, -0.76, -0.33], [0.64, 0.85, 0.39], [-0.04, -0.05, -0.04], [-0.06, -0.06, 0.01], [-0.09, 0.08, 0.03], [-0.10, 0.06, 0.07], [-0.01, 0.08, 0.61], [0.45, -0.18, 0.28], [0.12, -0.11, -0.02], [-1.00, 0.02, 0.02], [1.63, -0.16, -0.01], [-0.59, 0.22, 0.12], [-0.04, 0.10, 0.04], [-1.16, 0.26, -0.08], [0.24, 0.03, 0.11], [0.43, -0.31, 0.08], [0.22, -0.10, -0.04], [-0.23, -0.17, -0.44], [-0.11, 0.01, 0.03], [-0.21, -0.12, -0.10], [-0.01, -0.19, -0.05], [0.07, 0.06, -0.01], [-0.11, 0.16, 0.01], [-0.05, -0.07, 0.07], [0.56, 0.46, -0.06], [-0.32, -0.14, -0.01], [-0.06, -0.40, -0.10], [0.44, 0.37, 0.00], [-0.63, -0.28, -0.05], [-0.75, 0.00, -0.13], [0.33, 0.06, 0.07], [0.18, 0.06, 0.16], [0.02, -0.03, 0.00], [-0.05, -0.04, -0.13], [0.02, -0.08, 0.11], [0.11, -0.16, 0.02], [0.02, 0.26, -0.02], [0.05, 0.02, -0.13], [0.01, 0.13, -0.06], [-0.05, 0.08, -0.01], [0.01, -0.02, 0.00], [-0.02, 0.02, -0.02], [0.14, -0.01, -0.10], [0.01, 0.19, -0.11], [-0.04, 0.10, -0.01], [-0.08, 0.03, -0.28], [0.36, -0.42, 1.98], [1.26, -0.20, 0.31], [-1.52, 1.28, -0.01], [-0.02, 0.25, -0.16], [-0.01, -0.01, -0.06], [-0.03, -0.03, 0.12], [-0.01, 0.08, 0.10], [0.01, -0.06, -0.10], [-0.05, -0.01, -0.11], [0.05, 0.01, -0.02], [0.14, 0.07, 0.08], [-0.15, -0.23, -0.15], [0.01, 0.02, -0.07], [-0.14, 0.09, 0.08], [-0.07, -0.04, -0.05], [-0.01, -0.05, 0.01], [-0.10, -0.11, -0.03], [-0.09, 0.11, 0.11], [0.03, -0.01, 0.03], [0.20, -0.17, -0.05], [0.05, -0.01, 0.04], [0.01, 0.16, -0.11], [-0.06, -0.01, 0.07], [0.00, -0.02, 0.08], [-0.02, -0.05, 0.04], [-0.12, 0.06, 0.06], [-0.02, 0.04, -0.02], [-0.08, 0.08, -0.01], [-0.12, 0.07, 0.02], [-0.01, 0.00, 0.06], [0.02, 0.12, 0.02], [0.01, 0.04, -0.07], [0.01, -0.05, -0.06], [-0.03, 0.03, -0.12], [0.09, -0.20, 0.00], [-0.06, -0.06, -0.05], [0.01, -0.04, -0.03], [0.17, -0.06, -0.06], [0.11, 0.00, -0.05], [0.09, 0.01, 0.09], [0.08, 0.09, 0.00], [-0.06, 0.09, 0.05], [-0.03, 0.06, 0.01], [-0.10, 0.06, 0.06], [-0.12, 0.18, 0.08], [0.15, -0.16, -0.02], [0.04, -0.03, -0.05], [0.11, -0.01, -0.05], [0.03, -0.09, 0.03]],
  "mulliken_spin": [0.4724, 0.0007, 0.0114, -0.0030, 0.0090, 0.0015, -0.0026, 0.0059, 0.0088, 0.0102, 0.0901, -0.0064, 0.0116, 0.0501, -0.0001, 0.0006, -0.0003, -0.0121, 0.3137, 0.0200, 0.0553, -0.0144, 0.0631, -0.0259, 0.0877, -0.0060, 0.0003, 0.0084, 0.0047, -0.0275, -0.0374, -0.0114, 0.0057, 0.0019, -0.0021, -0.0001, 0.0012, 0.0011, -0.0005, 0.0002, -0.0026, 0.0125, 0.0012, -0.0008, 0.0000, 0.0000, 0.0000, -0.0001, 0.0004, 0.0000, -0.0002, 0.0007, -0.0004, 0.0031, 0.0147, -0.1089, 0.0772, 0.4067, 0.6049, 0.6959, -0.0086, 0.0983, 0.0534, 0.0035, -0.0043, 0.0126, -0.0053, -0.0018, 0.1220, -0.0532, 0.0095, 0.0029, -0.0031, -0.0002, 0.0088, -0.1195, 0.1216, -0.0926, 0.0650, 0.0209, 0.0002, 0.0005, 0.0005, 0.0017, 0.0018, -0.0132, -0.0183, 0.0003, -0.0001, 0.0007, 0.0003, 0.0109, 0.0046, 0.0086, 0.0138, 0.0006, -0.0001, -0.0001, -0.0001, 0.0014, 0.0019, -0.0170, -0.0165, -0.0096, 0.0024, 0.0002, 0.0050],
  "de_lowest_kcal_mol": 12.9,
  "s2": 3.789,
  "homo_lumo_gap_ev": [7.26, 4.20],
  "multiplicity": 4,
  "charge": 0,
  "homo_ev": [-8.0, -8.0]
}

{
  "formula": "C46H45Cl2F9N9O5PSiY",
  "method": "the ωB97M-V functional and the def2-TZVPD basis",
  "symbols": ["Y", "C", "C", "C", "C", "C", "C", "N", "N", "Si", "C", "C", "C", "H", "H", "H", "H", "H", "H", "H", "H", "H", "H", "H", "H", "H", "H", "H", "C", "C", "O", "N", "C", "C", "C", "C", "C", "C", "N", "H", "H", "H", "H", "H", "H", "H", "H", "H", "H", "Cl", "C", "C", "C", "Cl", "C", "O", "C", "C", "O", "C", "H", "H", "H", "N", "N", "C", "N", "N", "N", "O", "O", "H", "H", "H", "H", "H", "F", "C", "F", "F", "C", "C", "C", "C", "C", "C", "P", "C", "C", "C", "C", "C", "C", "C", "F", "F", "F", "C", "C", "C", "C", "C", "C", "C", "F", "F", "F", "H", "H", "H", "H", "H", "H", "H", "H", "H", "H", "H", "H"],
  "coordinates": [[-0.389, 0.156, -0.305], [-3.822, -1.934, -0.457], [-2.649, -2.482, -1.220], [-2.748, -3.666, -1.921], [-1.635, -4.114, -2.632], [-0.458, -3.402, -2.623], [-0.385, -2.204, -1.875], [-1.500, -1.781, -1.201], [0.704, -1.398, -1.706], [2.069, -1.478, -2.791], [3.436, -0.392, -2.109], [2.802, -3.191, -2.987], [1.567, -0.859, -4.467], [-4.241, -2.698, 0.202], [-4.613, -1.638, -1.148], [-3.551, -1.060, 0.126], [-3.679, -4.218, -1.923], [-1.693, -5.040, -3.193], [0.404, -3.751, -3.171], [3.126, 0.090, -1.182], [3.710, 0.387, -2.829], [4.334, -0.983, -1.909], [2.631, -3.824, -2.111], [3.883, -3.104, -3.124], [2.410, -3.716, -3.862], [1.370, 0.219, -4.448], [0.657, -1.358, -4.815], [2.352, -1.049, -5.205], [3.466, 2.941, -1.212], [1.997, 2.671, -1.391], [1.436, 1.723, -0.835], [1.319, 3.525, -2.169], [-0.132, 3.469, -2.279], [-0.647, 2.442, -3.254], [-0.821, 2.770, -4.589], [-1.404, 1.851, -5.445], [-1.806, 0.634, -4.926], [-1.568, 0.374, -3.589], [-0.984, 1.245, -2.757], [3.933, 2.107, -0.700], [3.599, 3.853, -0.627], [3.952, 3.084, -2.178], [1.820, 4.273, -2.617], [-0.483, 4.457, -2.568], [-0.541, 3.245, -1.300], [-0.522, 3.749, -4.945], [-1.560, 2.091, -6.489], [-2.296, -0.109, -5.540], [-1.866, -0.572, -3.160], [-5.049, 6.182, 0.149], [-4.206, 4.673, -0.016], [-4.724, 3.690, -0.869], [-4.093, 2.479, -1.002], [-4.750, 1.289, -2.079], [-2.912, 2.168, -0.281], [-2.379, 0.991, -0.336], [-2.382, 3.209, 0.516], [-1.133, 3.041, 1.211], [-0.338, 2.111, 1.077], [-3.048, 4.438, 0.665], [-5.632, 3.887, -1.424], [-0.862, 3.853, 1.904], [-2.634, 5.197, 1.321], [-0.106, -2.315, 1.140], [-0.834, -2.530, 2.314], [-1.750, -1.602, 2.705], [-2.579, -1.996, 3.685], [-1.673, -0.405, 2.165], [-2.738, 0.431, 2.590], [-3.882, 0.039, 2.453], [-2.427, 1.483, 3.093], [-0.436, -2.936, 0.411], [0.879, -2.503, 1.321], [-0.966, -3.481, 2.623], [-2.571, -2.941, 4.023], [-3.328, -1.401, 3.995], [8.159, 2.544, 4.711], [7.050, 3.297, 4.644], [6.753, 3.672, 5.897], [7.351, 4.402, 3.952], [5.911, 2.533, 4.023], [5.229, 3.037, 2.935], [4.176, 2.303, 2.391], [3.810, 1.080, 2.929], [4.508, 0.583, 4.033], [5.552, 1.304, 4.576], [2.365, 0.170, 2.215], [1.274, 0.281, 3.704], [0.852, -0.717, 4.580], [-0.074, -0.440, 5.576], [-0.577, 0.840, 5.720], [-0.118, 1.862, 4.906], [0.794, 1.578, 3.905], [-1.663, 1.074, 6.731], [-2.749, 0.320, 6.445], [-1.277, 0.732, 7.969], [-2.066, 2.347, 6.763], [3.113, -1.516, 2.047], [2.701, -2.737, 2.583], [3.296, -3.930, 2.188], [4.311, -3.923, 1.247], [4.762, -2.719, 0.728], [4.164, -1.535, 1.126], [4.906, -5.236, 0.808], [3.942, -6.132, 0.538], [5.681, -5.770, 1.765], [5.657, -5.103, -0.291], [5.511, 3.992, 2.513], [3.632, 2.700, 1.542], [4.233, -0.370, 4.471], [6.092, 0.921, 5.433], [1.231, -1.721, 4.518], [-0.407, -1.228, 6.241], [-0.497, 2.867, 5.035], [1.125, 2.376, 3.250], [1.914, -2.789, 3.317], [2.959, -4.869, 2.610], [5.570, -2.708, 0.009], [4.522, -0.602, 0.703]],
  "forces_ev_per_angstrom": [[0.28, 0.37, 0.27], [0.05, -0.06, -0.01], [0.00, 0.14, 0.08], [-0.03, -0.07, -0.07], [0.00, -0.03, 0.01], [0.01, 0.08, -0.04], [0.19, 0.11, 0.01], [-0.03, -0.09, -0.17], [-0.39, -0.25, -0.09], [0.05, -0.04, 0.36], [0.08, 0.12, 0.07], [0.02, -0.24, 0.00], [-0.11, 0.12, -0.31], [0.01, 0.00, -0.01], [0.00, 0.00, 0.00], [0.02, 0.02, 0.01], [0.03, 0.01, 0.00], [0.00, 0.03, 0.00], [-0.05, -0.02, 0.03], [0.04, -0.05, -0.03], [-0.01, -0.04, 0.07], [-0.04, 0.04, -0.02], [0.04, 0.04, -0.03], [-0.03, -0.03, -0.02], [0.04, -0.01, 0.05], [-0.01, -0.06, -0.02], [0.06, 0.02, -0.01], [-0.04, 0.04, 0.03], [0.01, 0.05, -0.07], [0.05, -0.15, -0.05], [-0.26, -0.26, -0.08], [-0.01, 0.04, 0.05], [0.12, -0.05, -0.10], [-0.09, -0.06, 0.07], [-0.02, 0.04, -0.05], [0.01, 0.03, -0.04], [-0.02, -0.01, -0.07], [0.05, 0.05, 0.10], [0.14, -0.22, -0.11], [-0.01, 0.01, -0.01], [0.01, -0.01, -0.02], [-0.01, 0.02, 0.02], [0.00, 0.01, 0.01], [0.00, 0.04, -0.02], [-0.04, 0.02, 0.09], [-0.03, -0.02, 0.01], [0.01, -0.01, 0.03], [0.03, 0.02, 0.02], [-0.01, 0.02, -0.01], [0.06, -0.09, -0.02], [-0.12, 0.06, -0.06], [-0.05, 0.05, -0.04], [-0.09, 0.00, -0.08], [0.07, 0.05, 0.10], [-0.03, -0.38, -0.04], [-0.41, 0.41, -0.02], [0.16, 0.11, 0.18], [-0.17, 0.07, 0.07], [0.05, -0.03, -0.02], [0.08, 0.08, 0.08], [0.02, -0.02, 0.01], [-0.03, 0.00, 0.02], [-0.01, -0.04, -0.03], [0.44, 0.27, 0.14], [0.01, 0.06, 0.00], [0.12, 0.01, -0.01], [0.00, 0.08, -0.02], [-0.35, -0.20, -0.17], [0.12, -0.16, 0.50], [0.11, 0.04, -0.22], [0.03, 0.13, -0.31], [0.00, 0.04, -0.08], [-0.14, -0.01, -0.08], [-0.01, -0.01, -0.03], [0.04, -0.02, -0.02], [-0.04, 0.00, -0.03], [0.07, -0.03, 0.00], [-0.09, -0.06, -0.02], [-0.01, 0.03, 0.08], [0.04, 0.07, -0.03], [-0.01, -0.11, 0.03], [-0.11, -0.02, -0.07], [0.00, 0.10, -0.05], [-0.13, -0.10, -0.20], [0.02, -0.04, 0.00], [0.02, 0.03, 0.03], [0.02, -0.27, 0.57], [0.06, 0.02, -0.04], [0.02, 0.01, 0.02], [0.03, -0.07, -0.03], [-0.03, 0.02, -0.05], [0.05, 0.03, -0.01], [0.02, 0.00, 0.02], [0.08, 0.07, -0.06], [-0.06, -0.06, -0.03], [0.01, -0.02, 0.09], [-0.01, 0.05, 0.04], [0.07, 0.15, 0.02], [0.07, 0.00, 0.04], [-0.04, 0.04, -0.01], [-0.01, -0.01, -0.02], [-0.01, 0.03, -0.01], [0.07, -0.01, 0.01], [0.00, 0.12, 0.06], [-0.04, -0.06, -0.03], [0.03, -0.03, 0.05], [0.02, 0.00, -0.05], [-0.01, -0.02, 0.00], [-0.01, -0.03, 0.03], [-0.01, 0.03, -0.03], [-0.01, 0.01, -0.03], [0.02, 0.02, 0.02], [0.02, 0.01, -0.02], [0.00, -0.02, -0.02], [-0.03, -0.03, 0.02], [-0.04, -0.03, -0.05], [-0.01, 0.02, 0.01], [-0.03, 0.01, -0.01], [-0.02, -0.04, 0.00]],
  "lowdin_charge": [1.5617, -0.0265, -0.3236, -0.0445, -0.0503, -0.0264, -0.4958, -0.0204, -0.1494, 0.3908, -0.1614, -0.1767, -0.1639, 0.0888, 0.0738, 0.0342, 0.1142, 0.1150, 0.0777, -0.0162, 0.0397, 0.0268, 0.0321, 0.0329, 0.0305, 0.0227, 0.0306, 0.0424, 0.0126, -0.4845, -0.0990, 0.1105, -0.0835, -0.2465, -0.0083, -0.0359, -0.0400, -0.1338, 0.0906, 0.0671, 0.0957, 0.0982, 0.1536, 0.1395, 0.0943, 0.1203, 0.1182, 0.1186, 0.0998, 0.6829, -0.6598, -0.0996, -0.5512, 0.7423, -0.3762, -0.2473, -0.1522, -0.1881, -0.1224, -0.0510, 0.1135, 0.1448, 0.1222, 0.0524, 0.0116, -0.4291, 0.2170, 0.1365, -0.4001, 0.0783, 0.0956, 0.0891, 0.0584, 0.1538, 0.1224, 0.1090, 0.1520, -0.5947, 0.1536, 0.1444, -0.1098, 0.0048, -0.0778, -0.3577, -0.0529, 0.0092, 1.1286, -0.3468, -0.0786, -0.0136, -0.1251, -0.0046, -0.0996, -0.5890, 0.1305, 0.1541, 0.1529, -0.3561, -0.1029, 0.0011, -0.1113, 0.0103, -0.0921, -0.5933, 0.1431, 0.1561, 0.1477, 0.1227, 0.0805, 0.1173, 0.1322, 0.0751, 0.1293, 0.1282, 0.1011, 0.0715, 0.1311, 0.1282, 0.1015],
  "homo_lumo_gap_ev": 7.57,
  "charge": 1,
  "homo_ev": -10.1
}